No. 1
{"formula": "C57H80O51", "method": "ωB97M-V/def2-TZVPD", "de_lowest_ev": 1.218, "orbital_gap_ev": 9.146, "homo_energy_ev": -9.95, "species": ["C", "C", "O", "C", "O", "O", "H", "H", "H", "H", "C", "C", "O", "C", "O", "O", "H", "H", "H", "H", "C", "C", "O", "C", "O", "O", "H", "H", "H", "H", "C", "C", "O", "C", "O", "O", "H", "H", "H", "H", "C", "C", "O", "C", "O", "O", "H", "H", "H", "H", "C", "C", "O", "C", "O", "O", "H", "H", "H", "H", "C", "C", "O", "C", "O", "O", "H", "H", "H", "H", "C", "C", "O", "C", "O", "O", "H", "H", "H", "H", "C", "C", "O", "C", "O", "O", "H", "H", "H", "H", "C", "C", "O", "C", "O", "O", "H", "H", "H", "H", "C", "C", "O", "C", "O", "O", "H", "H", "H", "H", "C", "C", "C", "O", "C", "O", "O", "H", "H", "H", "H", "H", "H", "C", "C", "C", "O", "C", "O", "O", "H", "H", "H", "H", "H", "H", "C", "C", "C", "O", "C", "O", "O", "H", "H", "H", "H", "H", "H", "C", "C", "C", "O", "C", "O", "O", "H", "H", "H", "H", "H", "H", "C", "C", "C", "O", "C", "O", "O", "H", "H", "H", "H", "H", "H", "C", "C", "C", "O", "C", "O", "O", "H", "H", "H", "H", "H", "H"], "positions_angstrom": [[12.963, 12.480, 0.065], [14.073, 12.087, 1.042], [13.400, 11.319, 2.023], [12.131, 11.185, 1.772], [11.327, 10.430, 2.310], [11.793, 12.068, 0.827], [12.976, 12.003, -0.915], [12.981, 13.570, 0.023], [14.669, 12.857, 1.532], [14.722, 11.422, 0.472], [16.555, 16.139, -1.990], [17.228, 16.319, -0.655], [16.779, 15.142, 0.013], [16.416, 14.228, -0.920], [16.377, 12.997, -0.677], [16.442, 14.741, -2.162], [17.094, 16.484, -2.872], [15.594, 16.638, -2.116], [16.834, 17.191, -0.133], [18.313, 16.282, -0.747], [11.120, 6.543, 3.379], [12.114, 5.750, 2.566], [11.923, 6.192, 1.108], [10.864, 7.092, 1.214], [10.152, 7.440, 0.267], [10.629, 7.471, 2.463], [11.449, 7.111, 4.248], [10.295, 5.975, 3.809], [11.671, 4.754, 2.602], [13.174, 5.662, 2.805], [15.014, 8.659, -8.717], [14.234, 8.440, -10.029], [12.869, 8.054, -9.594], [12.941, 7.763, -8.324], [12.086, 7.172, -7.631], [14.144, 8.047, -7.800], [14.923, 9.739, -8.598], [16.045, 8.312, -8.785], [14.724, 7.677, -10.633], [14.236, 9.462, -10.409], [13.455, 16.053, -6.056], [12.021, 15.536, -6.030], [12.315, 14.462, -5.144], [13.268, 14.782, -4.262], [13.425, 14.359, -3.137], [13.963, 15.710, -4.805], [13.493, 17.140, -6.128], [14.254, 15.727, -6.723], [11.518, 15.121, -6.903], [11.161, 16.058, -5.609], [14.536, 9.570, 4.755], [15.562, 10.220, 5.639], [16.609, 9.298, 5.714], [16.300, 8.276, 4.846], [17.115, 7.355, 4.555], [15.040, 8.276, 4.429], [14.347, 10.226, 3.905], [13.643, 9.454, 5.368], [15.215, 10.755, 6.523], [16.058, 10.979, 5.034], [8.968, 13.165, -3.113], [10.120, 12.820, -2.325], [10.324, 11.456, -2.558], [9.104, 10.951, -2.966], [8.939, 9.817, -3.329], [8.231, 11.875, -3.117], [9.067, 13.588, -4.112], [8.348, 13.828, -2.509], [9.970, 12.885, -1.248], [11.005, 13.376, -2.637], [16.176, 4.007, 0.047], [14.732, 4.208, -0.326], [14.177, 2.928, -0.330], [15.236, 2.035, -0.317], [15.111, 0.793, -0.473], [16.361, 2.662, -0.191], [16.420, 4.188, 1.094], [16.850, 4.483, -0.664], [14.681, 4.659, -1.317], [14.112, 4.634, 0.462], [8.822, 11.652, 2.618], [8.666, 11.029, 1.277], [7.307, 11.213, 0.928], [6.613, 11.548, 2.021], [5.407, 11.839, 2.079], [7.469, 11.945, 2.954], [9.455, 12.536, 2.697], [9.269, 10.918, 3.289], [8.998, 9.991, 1.269], [9.335, 11.456, 0.530], [10.735, 3.299, 0.201], [10.966, 1.772, 0.525], [10.959, 1.224, -0.790], [10.335, 2.092, -1.623], [10.053, 1.846, -2.768], [10.174, 3.337, -1.025], [11.709, 3.782, 0.279], [10.108, 3.650, 1.021], [10.317, 1.408, 1.322], [11.953, 1.641, 0.970], [21.345, 5.917, 3.094], [19.892, 6.317, 2.732], [19.290, 5.131, 2.466], [19.925, 4.175, 3.129], [19.559, 2.987, 3.278], [21.092, 4.646, 3.601], [21.970, 6.546, 3.729], [21.903, 5.898, 2.158], [20.070, 7.037, 1.934], [19.389, 6.751, 3.597], [17.205, 12.853, -5.390], [18.595, 13.468, -5.163], [19.497, 12.608, -4.232], [20.741, 12.652, -4.963], [20.582, 13.144, -6.213], [21.417, 13.000, -7.137], [19.378, 13.631, -6.348], [16.743, 12.742, -4.409], [17.186, 11.815, -5.722], [16.640, 13.422, -6.129], [18.392, 14.445, -4.723], [19.113, 11.588, -4.220], [19.585, 13.066, -3.246], [18.655, 8.510, -0.934], [19.560, 7.391, -1.381], [20.446, 7.365, -2.609], [21.811, 7.106, -2.182], [21.836, 6.945, -0.897], [22.836, 6.755, -0.215], [20.492, 7.106, -0.445], [17.972, 8.755, -1.747], [19.291, 9.394, -0.973], [18.199, 8.647, 0.046], [19.103, 6.405, -1.459], [20.366, 8.369, -3.027], [20.137, 6.548, -3.260], [11.326, 6.424, -3.801], [9.890, 6.330, -4.187], [9.604, 5.985, -5.572], [8.774, 4.915, -5.634], [8.408, 4.657, -4.302], [7.561, 3.804, -4.000], [9.317, 5.232, -3.452], [11.826, 5.456, -3.842], [11.440, 6.907, -2.830], [11.828, 6.998, -4.579], [9.438, 7.283, -3.913], [10.521, 5.707, -6.093], [8.975, 6.703, -6.098], [22.301, 10.261, 0.880], [21.665, 10.768, 2.299], [20.181, 10.867, 2.310], [19.906, 10.290, 3.590], [20.937, 9.724, 4.105], [20.961, 9.098, 5.206], [22.016, 9.785, 3.150], [21.748, 10.803, 0.112], [22.326, 9.230, 0.530], [23.294, 10.648, 0.654], [22.140, 11.674, 2.675], [19.820, 10.302, 1.451], [19.845, 11.882, 2.095], [14.890, 5.875, -4.924], [16.311, 5.787, -5.357], [16.575, 6.183, -6.812], [17.398, 7.369, -6.632], [17.794, 7.461, -5.317], [18.482, 8.324, -4.862], [17.242, 6.558, -4.588], [14.019, 5.723, -5.562], [14.825, 6.931, -4.663], [14.762, 5.242, -4.046], [16.417, 4.713, -5.199], [15.643, 6.515, -7.270], [17.249, 5.520, -7.354], [13.702, 9.360, -2.990], [13.728, 8.542, -1.708], [14.610, 7.316, -1.776], [15.104, 7.385, -0.464], [15.104, 8.604, 0.047], [15.881, 8.990, 0.902], [14.399, 9.406, -0.764], [13.282, 8.910, -3.890], [14.719, 9.554, -3.331], [13.136, 10.274, -2.813], [12.704, 8.349, -1.389], [15.443, 7.376, -2.477], [13.905, 6.508, -1.974]], "lowdin_charge": [-0.06, -0.11, 0.07, -0.56, 0.12, 0.05, 0.12, 0.13, 0.14, 0.09, -0.14, -0.10, 0.06, -0.49, 0.09, 0.05, 0.13, 0.13, 0.14, 0.14, -0.13, -0.04, 0.01, -0.53, 0.12, 0.06, 0.13, 0.13, 0.11, 0.13, -0.13, -0.05, 0.11, -0.55, 0.10, 0.02, 0.13, 0.13, 0.14, 0.13, -0.10, -0.07, 0.04, -0.61, 0.14, 0.08, 0.13, 0.14, 0.14, 0.14, -0.11, -0.15, 0.07, -0.49, 0.09, 0.09, 0.12, 0.13, 0.14, 0.13, -0.07, -0.18, 0.05, -0.60, 0.15, 0.12, 0.14, 0.14, 0.13, 0.12, -0.11, -0.14, 0.04, -0.50, 0.10, 0.10, 0.15, 0.14, 0.11, 0.13, -0.13, -0.14, 0.09, -0.54, 0.10, 0.07, 0.13, 0.12, 0.12, 0.11, -0.19, -0.10, 0.08, -0.49, 0.16, 0.07, 0.10, 0.13, 0.12, 0.12, -0.11, -0.16, 0.09, -0.51, 0.09, 0.08, 0.14, 0.11, 0.12, 0.12, -0.02, -0.29, -0.05, 0.06, -0.54, 0.10, 0.11, 0.08, 0.08, 0.08, 0.14, 0.13, 0.13, 0.02, -0.38, -0.05, 0.11, -0.50, 0.13, 0.02, 0.08, 0.08, 0.08, 0.15, 0.13, 0.14, -0.01, -0.33, -0.18, 0.06, -0.43, 0.12, 0.09, 0.10, 0.08, 0.07, 0.14, 0.13, 0.15, 0.02, -0.36, -0.07, 0.11, -0.46, 0.10, 0.05, 0.06, 0.06, 0.07, 0.15, 0.12, 0.14, -0.02, -0.30, -0.04, 0.04, -0.59, 0.14, 0.12, 0.10, 0.08, 0.08, 0.15, 0.11, 0.14, 0.00, -0.28, -0.10, 0.07, -0.55, 0.13, 0.08, 0.08, 0.09, 0.08, 0.15, 0.13, 0.12]}

=====

No. 2
{"formula": "C18H21BeP2", "method": "ωB97M-V/def2-TZVPD", "de_lowest_ev": 0.047, "orbital_gap_ev": [2.945, 2.190], "charge": -1, "homo_energy_ev": [-0.16, 0.42], "species": ["C", "C", "C", "C", "C", "Be", "P", "H", "H", "H", "H", "H", "H", "H", "H", "C", "P", "C", "C", "C", "C", "C", "C", "C", "C", "C", "C", "C", "C", "H", "H", "H", "H", "H", "H", "H", "H", "H", "H", "H", "H", "H"], "positions_angstrom": [[-0.856, 3.791, -1.337], [-0.551, 3.968, 0.047], [-1.436, 3.159, 0.801], [-2.296, 2.480, -0.115], [-1.939, 2.866, -1.439], [-0.488, 2.061, -0.562], [1.567, 2.098, -1.629], [-0.391, 4.315, -2.169], [0.176, 4.662, 0.454], [-1.487, 3.098, 1.885], [-2.427, 2.542, -2.355], [-3.142, 1.857, 0.156], [2.595, 1.472, -0.876], [2.204, 3.333, -1.924], [1.666, 1.458, -2.894], [-1.161, -1.730, -1.424], [-0.287, -0.456, -0.413], [-0.976, -0.968, 1.214], [-0.336, -1.732, 2.200], [-1.066, -2.192, 3.303], [-2.423, -1.886, 3.439], [-3.059, -1.087, 2.479], [-2.339, -0.627, 1.380], [1.401, -1.168, -0.535], [1.806, -1.576, -1.825], [3.096, -2.046, -2.054], [4.016, -2.107, -1.003], [3.641, -1.659, 0.267], [2.355, -1.159, 0.500], [-2.248, -1.616, -1.328], [-0.883, -2.733, -1.055], [-0.892, -1.667, -2.486], [0.717, -1.990, 2.098], [-0.562, -2.804, 4.051], [-2.988, -2.258, 4.293], [-4.117, -0.833, 2.573], [-2.852, -0.030, 0.616], [1.107, -1.517, -2.663], [3.374, -2.362, -3.061], [5.018, -2.498, -1.184], [4.359, -1.696, 1.087], [2.104, -0.760, 1.486]], "lowdin_charge": [-0.23, -0.17, -0.13, -0.17, -0.16, -0.34, 0.78, 0.09, 0.11, 0.11, 0.09, 0.09, -0.11, -0.11, -0.12, -0.30, 0.94, -0.36, -0.09, -0.11, -0.13, -0.11, -0.14, -0.46, -0.19, -0.16, -0.18, -0.15, -0.19, 0.02, 0.05, 0.01, 0.08, 0.09, 0.08, 0.09, 0.07, 0.07, 0.08, 0.07, 0.08, 0.07]}

=====

No. 3
{"formula": "C4H8ClOP", "method": "ωB97M-V/def2-TZVPD", "de_lowest_ev": 2.533, "orbital_gap_ev": 9.784, "homo_energy_ev": -9.07, "smiles": "O=C1CCCP1.Cl", "species": ["C", "C", "C", "C", "O", "P", "Cl", "H", "H", "H", "H", "H", "H", "H", "H"], "positions_angstrom": [[0.708, -0.391, 0.343], [-0.711, -0.983, 0.191], [0.932, 0.558, -0.782], [-1.594, 0.263, -0.019], [-2.709, 0.571, 0.344], [-0.662, 1.504, -1.122], [-0.902, 4.889, -0.835], [1.019, -0.229, 1.361], [1.456, -1.250, 0.344], [-0.751, -1.667, -0.681], [-1.084, -1.611, 1.068], [1.660, 1.334, -0.527], [1.284, -0.014, -1.716], [-1.675, 3.938, -1.022], [-0.602, 2.012, 0.189]], "lowdin_charge": [-0.31, -0.17, -0.44, -0.60, 0.00, 0.95, 0.29, 0.10, 0.12, 0.12, 0.13, 0.07, 0.10, -0.34, -0.03]}

=====

No. 4
{"formula": "C3H9NO2", "method": "ωB97M-V/def2-TZVPD", "de_lowest_ev": 4.408, "orbital_gap_ev": 9.319, "homo_energy_ev": -9.12, "species": ["C", "C", "C", "N", "O", "O", "H", "H", "H", "H", "H", "H", "H", "H", "H"], "positions_angstrom": [[0.379, -0.060, -0.426], [-2.002, 0.545, 0.579], [1.009, -1.443, -0.569], [1.334, 0.980, -0.609], [-0.761, 0.135, -1.037], [-0.146, -0.051, 1.122], [0.341, 0.624, 1.620], [2.188, 0.930, -0.073], [0.922, 1.901, -0.653], [-2.016, 0.830, 1.622], [-2.477, -0.398, 0.372], [-2.228, 1.348, -0.103], [0.279, -2.195, -0.275], [1.903, -1.557, 0.046], [1.275, -1.589, -1.615]], "lowdin_charge": [-0.72, 0.19, -0.02, 0.11, -0.13, -0.10, 0.09, 0.08, 0.09, 0.05, 0.07, 0.06, 0.08, 0.08, 0.08]}

=====

No. 5
{"formula": "C20H22F2N2O2", "method": "ωB97M-V/def2-TZVPD", "de_lowest_ev": 0.167, "orbital_gap_ev": 9.533, "homo_energy_ev": -8.95, "smiles": "O=C(CN1CCC(O)(c2ccc(F)cc2)CC1)NCc1ccc(F)cc1", "species": ["O", "C", "N", "H", "C", "C", "C", "C", "C", "C", "C", "H", "H", "F", "H", "H", "H", "H", "C", "N", "C", "C", "H", "H", "C", "C", "C", "C", "C", "C", "C", "H", "H", "F", "H", "H", "C", "C", "H", "H", "H", "H", "O", "H", "H", "H", "H", "H"], "positions_angstrom": [[2.816, 2.232, -0.969], [1.671, 1.913, -0.728], [1.282, 0.661, -0.425], [0.303, 0.506, -0.229], [2.202, -0.447, -0.297], [2.403, -0.827, 1.148], [2.096, -2.099, 1.613], [2.268, -2.424, 2.947], [2.748, -1.456, 3.809], [3.064, -0.181, 3.374], [2.888, 0.125, 2.038], [3.136, 1.110, 1.673], [3.444, 0.546, 4.075], [2.915, -1.764, 5.114], [2.034, -3.409, 3.319], [1.724, -2.849, 0.931], [1.826, -1.301, -0.868], [3.150, -0.111, -0.729], [0.520, 2.918, -0.706], [-0.732, 2.318, -1.116], [-1.900, 3.107, -0.762], [-3.171, 2.255, -0.892], [-3.498, 1.866, 0.070], [-3.988, 2.862, -1.283], [-2.983, 1.098, -1.884], [-2.324, -0.146, -1.300], [-2.192, -1.267, -2.117], [-1.614, -2.435, -1.656], [-1.164, -2.480, -0.351], [-1.276, -1.389, 0.490], [-1.857, -0.227, 0.006], [-1.937, 0.619, 0.667], [-0.911, -1.453, 1.503], [-0.592, -3.613, 0.109], [-1.513, -3.300, -2.292], [-2.538, -1.242, -3.141], [-2.120, 1.640, -3.040], [-0.722, 2.010, -2.540], [-0.032, 1.174, -2.689], [-0.341, 2.864, -3.125], [-2.043, 0.908, -3.844], [-2.632, 2.517, -3.440], [-4.290, 0.784, -2.338], [-4.253, 0.021, -2.926], [-1.788, 3.445, 0.270], [-1.978, 4.006, -1.396], [0.425, 3.264, 0.329], [0.810, 3.783, -1.325]], "lowdin_charge": [0.06, -0.50, 0.08, 0.10, -0.12, -0.21, -0.04, 0.00, -0.28, 0.00, -0.02, 0.12, 0.12, 0.05, 0.12, 0.10, 0.12, 0.13, -0.10, -0.19, -0.16, -0.09, 0.11, 0.13, -0.47, -0.14, -0.02, 0.01, -0.28, 0.00, -0.03, 0.12, 0.12, 0.05, 0.12, 0.12, -0.08, -0.16, 0.12, 0.13, 0.12, 0.13, 0.01, 0.09, 0.12, 0.13, 0.13, 0.13]}

=====

No. 6
{"formula": "C4H9N4", "method": "ωB97M-V/def2-TZVPD", "de_lowest_ev": 6.532, "orbital_gap_ev": [6.495, 8.077], "charge": 1, "homo_energy_ev": [-12.29, -13.43], "species": ["C", "C", "C", "C", "N", "N", "N", "N", "H", "H", "H", "H", "H", "H", "H", "H", "H"], "positions_angstrom": [[-2.532, 1.798, 0.227], [-2.123, 0.586, 0.163], [0.370, 0.244, -0.159], [2.417, -1.213, 0.101], [-1.637, -1.812, -0.099], [-1.940, -0.602, -0.030], [0.971, 1.387, 0.020], [0.956, -0.914, -0.073], [-3.088, 2.236, -0.681], [-2.463, 2.514, 1.152], [2.743, -2.088, -0.364], [2.682, -1.412, 1.143], [3.018, -0.453, -0.255], [-1.936, -2.302, -0.991], [0.293, 2.201, -0.065], [2.019, 1.460, -0.250], [0.248, -1.629, 0.161]], "lowdin_charge": [0.05, -0.14, -0.20, 0.00, 0.13, 0.00, 0.13, -0.01, 0.13, 0.13, 0.07, 0.11, 0.05, 0.15, 0.13, 0.17, 0.10]}